1.
{
  "formula": "C13H14MoNO5",
  "method": "ωB97M-V/def2-TZVPD",
  "elements": ["C", "H", "H", "H", "H", "O", "O", "O", "C", "C", "N", "H", "C", "C", "C", "H", "H", "C", "Mo", "C", "C", "H", "C", "H", "O", "H", "C", "H", "C", "C", "O", "H", "H", "H"],
  "coordinates": [[0.940, -2.743, 0.446], [3.725, 2.960, -3.466], [-1.124, 2.515, -2.569], [2.081, 4.058, -4.944], [-0.680, -1.260, 4.258], [-1.985, -0.704, -0.081], [1.311, -3.763, -0.041], [-1.537, 1.184, 3.875], [-0.066, 2.608, -2.777], [-0.227, -0.789, 3.386], [-0.400, -1.547, 2.134], [-0.337, 3.840, -4.501], [-0.801, 0.601, 3.151], [-2.204, -2.050, 0.479], [0.612, -2.593, 1.929], [-2.452, -1.280, 2.444], [0.843, -0.671, 3.562], [1.740, 3.474, -4.100], [-0.096, 0.035, 0.401], [2.667, 2.855, -3.270], [0.394, 1.162, -0.874], [1.538, -2.270, 2.407], [-1.800, -1.995, 1.939], [-1.967, -2.978, 2.388], [0.756, -1.607, -0.262], [-2.396, -0.598, -0.949], [0.866, 1.970, -1.947], [2.953, 1.609, -1.548], [2.239, 2.101, -2.195], [0.378, 3.351, -3.854], [-0.410, 1.112, 1.939], [-1.624, -2.759, -0.111], [0.329, -3.555, 2.359], [-3.265, -2.274, 0.391]],
  "total_charge": 1,
  "gap_ha": 0.24870
}

---

2.
{
  "formula": "C7H4NO2S",
  "method": "ωB97M-V/def2-TZVPD",
  "elements": ["C", "O", "O", "H", "C", "N", "C", "C", "C", "H", "S", "H", "C", "C", "H"],
  "coordinates": [[-1.576, 0.402, 0.311], [5.963, 0.311, 0.102], [4.488, -0.391, -1.358], [-0.642, 2.075, -0.413], [-0.446, 1.118, -0.151], [-1.578, -0.859, 0.651], [4.926, 0.032, -0.352], [0.705, 0.381, -0.037], [0.754, -1.004, 0.298], [-2.471, 0.848, 0.396], [3.465, 0.372, 1.117], [-0.396, -2.769, 0.793], [2.055, -0.110, 0.035], [-0.428, -1.631, 0.549], [2.475, -0.422, -0.864]],
  "total_charge": -1,
  "e_above_lowest_ev": 0.660,
  "gap_ha": 0.29912,
  "smiles": "O=C([O-])S[C@@H]1c2ccncc21"
}